A 2-piece molecular cluster, FHNO3S overall at a distorted geometry, computed with ωB97M-V/def2-TZVPD.

Values from the calculation:
Relative energy (zero: lowest compared OMol25 entry of this formula, charge and spin) = 191.38 kJ/mol
Spin multiplicity = 1
Total charge = -1
Molar mass = 114.1 g mol⁻¹

```
7
Properties=species:S:1:pos:R:3:nbo_charge:R:1
N 2.505 0.263 -0.149 -0.04
O -1.870 0.729 0.772 -1.00
O -1.417 -1.603 0.262 -1.00
O -1.722 0.024 -1.495 -1.01
F 2.090 0.016 1.183 -0.26
S -1.285 -0.226 -0.132 2.03
H 1.698 0.798 -0.441 0.28
```